No. 1
{
  "formula": "C43H46AsGeNNaOPS",
  "method": "ωB97M-V/def2-TZVPD",
  "symbols": ["As", "Ge", "S", "P", "Na", "O", "N", "C", "C", "C", "C", "C", "C", "C", "C", "C", "C", "C", "C", "C", "C", "C", "C", "C", "C", "C", "C", "C", "C", "C", "C", "C", "C", "C", "C", "C", "C", "C", "C", "C", "C", "C", "C", "C", "C", "C", "C", "C", "C", "C", "H", "H", "H", "H", "H", "H", "H", "H", "H", "H", "H", "H", "H", "H", "H", "H", "H", "H", "H", "H", "H", "H", "H", "H", "H", "H", "H", "H", "H", "H", "H", "H", "H", "H", "H", "H", "H", "H", "H", "H", "H", "H", "H", "H", "H", "H"],
  "positions_angstrom": [[-0.28327, 2.79348, 3.40116], [3.27641, -0.88016, -0.61711], [-1.87156, -3.15229, -3.84360], [-1.25423, 0.81794, 0.14712], [-0.07853, -1.02838, -2.08738], [-1.47957, -1.70924, -3.76205], [-1.25037, -3.06805, 0.66648], [-3.43095, -1.41731, 2.78794], [-1.08574, -2.85557, -0.46084], [-2.87511, 2.55034, -1.27008], [2.28357, -1.51506, -2.11062], [-2.57042, 2.08063, 0.00523], [0.21086, 1.84307, 0.60450], [-2.26462, -3.42864, -5.57224], [2.50075, 0.31572, 5.31741], [-0.36757, -4.11301, -3.78626], [-2.16767, -2.37034, -6.45604], [-2.49213, -1.82718, 3.72945], [-1.18470, -1.36783, 3.63393], [0.14536, 4.63100, 3.91854], [1.28966, 4.99662, 4.61923], [-3.00042, -4.88422, -7.31894], [1.35884, 1.00705, 4.93615], [1.95615, -4.34668, -4.26503], [3.51439, 1.08746, -0.65704], [3.69171, 0.51446, 4.63227], [-2.48750, -2.58012, -7.79220], [1.39289, 1.90882, 3.87370], [-2.90053, -3.83183, -8.22227], [-0.77657, 5.61705, 3.57007], [-4.17726, 3.63285, 0.92283], [-3.23510, 2.63260, 1.10227], [5.11305, -1.56451, -0.30859], [2.59415, 2.10393, 3.19850], [2.29285, -1.37949, 1.03031], [0.06671, 3.08495, 1.47879], [-1.74809, -0.09733, 1.65416], [-4.46400, 4.10203, -0.35386], [3.73683, 1.40927, 3.57303], [-0.38499, -5.32621, -3.11845], [0.78613, -6.06877, -3.04733], [1.51122, 6.32644, 4.95669], [-0.81866, -0.50898, 2.60494], [0.79042, -3.60477, -4.35367], [-0.55111, 6.94570, 3.89716], [-2.68639, -4.68490, -5.98522], [-3.05918, -0.56701, 1.75891], [-3.81150, 3.56101, -1.45005], [1.95035, -5.57841, -3.62134], [0.59579, 7.30278, 4.59381], [5.09777, -2.65233, -0.21161], [2.66211, 1.58484, -1.12216], [-3.14929, -3.99100, -9.26350], [-3.32480, -5.86018, -7.65567], [-2.78231, -2.48906, 4.53569], [-1.84453, -1.40420, -6.09132], [-2.37930, 2.11777, -2.13168], [4.65965, 1.56004, 3.02665], [-2.75712, -5.50155, -5.27571], [-2.41259, -1.76171, -8.49636], [-4.68809, 4.04924, 1.78219], [0.79241, -7.01724, -2.52624], [-3.01483, 2.27555, 2.10143], [-4.03674, 3.91779, -2.44674], [-4.45428, -1.76430, 2.85551], [2.49664, -2.42811, 1.26404], [-1.27221, 7.70194, 3.61315], [2.01604, 4.24563, 4.90361], [2.65165, 2.79765, 2.36883], [-3.79721, -0.26867, 1.02290], [2.40595, 6.59834, 5.50293], [-5.19911, 4.88459, -0.49242], [-0.75526, 3.70937, 1.12235], [5.55547, -1.14483, 0.59960], [0.20974, -0.17890, 2.54874], [2.87483, -3.95285, -4.67797], [-1.29377, -5.67629, -2.64221], [0.97537, 1.15633, 0.98270], [4.40416, 1.33024, -1.24264], [0.77266, 8.33834, 4.85485], [2.45920, -0.38185, 6.14468], [2.74638, -1.23039, -3.06408], [-1.68268, 5.34646, 3.03656], [2.24817, -2.61287, -2.07427], [3.65544, 1.49934, 0.34586], [0.78284, -2.62917, -4.82255], [2.86670, -6.14993, -3.54841], [0.59541, 2.15705, -0.37044], [-1.46149, -3.13474, 1.64578], [5.75788, -1.31014, -1.15257], [-0.44254, -1.67055, 4.36250], [4.58168, -0.03113, 4.91878], [0.42627, 0.83816, 5.46371], [1.21789, -1.28926, 0.85459], [0.97003, 3.69113, 1.39458], [2.56547, -0.77745, 1.90198]],
  "forces_ev_per_a": [[0.0, 0.0, 0.0], [0.0, 0.0, 0.0], [-0.1, -0.1, 0.0], [-0.1, 0.0, 0.0], [0.1, 0.0, 0.0], [0.0, 0.1, 0.0], [-0.1, -0.1, -0.1], [0.0, 0.0, 0.0], [0.0, 0.0, 0.1], [0.0, 0.0, 0.0], [0.0, 0.0, 0.0], [0.0, 0.0, 0.0], [0.0, 0.0, 0.0], [0.0, 0.0, 0.0], [0.0, 0.0, 0.0], [0.0, 0.1, 0.0], [0.0, 0.0, 0.0], [0.0, 0.0, 0.0], [0.0, 0.0, 0.0], [0.0, 0.0, 0.0], [0.0, 0.0, 0.0], [0.0, 0.0, 0.0], [0.0, 0.0, 0.0], [0.0, 0.0, 0.0], [0.0, 0.0, 0.0], [0.0, 0.0, 0.0], [0.0, 0.0, 0.0], [0.0, 0.0, 0.1], [0.0, 0.0, 0.0], [0.0, 0.0, 0.0], [0.0, 0.0, 0.0], [0.0, 0.0, 0.0], [0.0, 0.0, 0.0], [0.0, 0.0, 0.0], [0.0, 0.0, 0.0], [0.0, 0.0, 0.0], [0.0, 0.0, 0.0], [0.0, 0.0, 0.0], [0.0, 0.0, 0.0], [0.0, 0.0, 0.0], [0.0, 0.0, 0.0], [0.0, 0.0, 0.0], [0.0, 0.0, 0.0], [0.0, 0.0, 0.0], [0.0, 0.0, 0.0], [0.0, 0.0, 0.0], [0.0, 0.0, 0.0], [0.0, 0.0, 0.0], [0.0, 0.0, 0.0], [0.0, 0.0, 0.0], [0.0, 0.0, 0.0], [0.0, 0.0, 0.0], [0.0, 0.0, 0.0], [0.0, 0.0, 0.0], [0.0, 0.0, 0.0], [0.0, 0.0, 0.0], [0.0, 0.0, 0.0], [0.0, 0.0, 0.0], [0.0, 0.0, 0.0], [0.0, 0.0, 0.0], [0.0, 0.0, 0.0], [0.0, 0.0, 0.0], [0.0, 0.0, 0.0], [0.0, 0.0, 0.0], [0.0, 0.0, 0.0], [0.0, 0.0, 0.0], [0.0, 0.0, 0.0], [0.0, 0.0, 0.0], [0.0, 0.0, 0.0], [0.0, 0.0, 0.0], [0.0, 0.0, 0.0], [0.0, 0.0, 0.0], [0.0, 0.0, 0.0], [0.0, 0.0, 0.0], [0.0, 0.0, 0.0], [0.0, 0.0, 0.0], [0.0, 0.0, 0.0], [0.0, 0.0, 0.0], [0.0, 0.0, 0.0], [0.0, 0.0, 0.0], [0.0, 0.0, 0.0], [0.1, 0.0, 0.0], [0.0, 0.0, 0.0], [0.0, 0.0, 0.0], [0.0, 0.0, 0.0], [0.0, 0.0, 0.0], [0.0, 0.0, 0.0], [0.0, 0.0, 0.0], [0.1, 0.1, 0.0], [0.0, 0.0, 0.0], [0.0, 0.0, 0.0], [0.0, 0.0, 0.0], [0.0, 0.0, 0.0], [0.0, 0.0, 0.0], [0.0, 0.0, 0.0], [0.0, 0.0, 0.0]],
  "mulliken_charge": [0.450, 0.753, 0.306, 0.401, 0.963, -0.657, 0.150, -0.623, -0.359, -0.601, -1.330, 0.207, 0.289, 0.580, -0.672, 0.383, -0.359, -0.885, -1.205, 0.269, -0.292, -0.592, -0.763, -0.619, -1.109, -0.497, -0.554, 0.118, -0.425, -0.404, -0.725, -0.097, -1.309, 0.448, -0.500, -1.833, 0.739, -0.551, -0.837, -0.176, -0.609, -0.687, 0.117, -0.440, -0.649, -0.499, -0.690, -0.538, -0.386, -0.434, 0.350, 0.264, 0.377, 0.375, 0.354, 0.438, 0.385, 0.406, 0.349, 0.382, 0.446, 0.401, 0.500, 0.421, 0.409, 0.565, 0.385, 0.375, 0.409, 0.508, 0.386, 0.375, 0.713, 0.354, 0.340, 0.362, 0.447, -0.265, 0.474, 0.362, 0.401, 0.322, 0.389, 0.054, 0.136, 0.382, 0.385, 0.456, 0.272, 0.354, 0.467, 0.391, 0.440, -0.214, 0.842, 0.003],
  "e_tot_ha": -7010.58744,
  "lumo_energy_ev": 0.3
}


No. 2
{
  "formula": "C43H46Br2N7O4PbS",
  "method": "ωB97M-V/def2-TZVPD",
  "symbols": ["Pb", "Br", "Br", "S", "O", "O", "O", "O", "N", "N", "N", "N", "N", "N", "N", "C", "C", "C", "C", "C", "C", "C", "C", "C", "C", "C", "C", "C", "C", "C", "C", "C", "C", "C", "C", "C", "C", "C", "C", "C", "C", "C", "C", "C", "C", "C", "C", "C", "C", "C", "C", "C", "C", "C", "C", "C", "C", "C", "H", "H", "H", "H", "H", "H", "H", "H", "H", "H", "H", "H", "H", "H", "H", "H", "H", "H", "H", "H", "H", "H", "H", "H", "H", "H", "H", "H", "H", "H", "H", "H", "H", "H", "H", "H", "H", "H", "H", "H", "H", "H", "H", "H", "H", "H"],
  "positions_angstrom": [[-0.07722, -0.01038, 0.33967], [3.22594, 0.95864, -1.14011], [-2.37460, -6.43923, 2.46405], [3.13438, -1.71231, 1.96536], [3.68149, -1.42208, 0.66275], [4.01885, -1.44978, 3.07657], [-0.70267, -2.61793, -2.40021], [-0.28820, -2.34865, -0.21066], [-0.35160, -0.56044, 2.87581], [1.70679, -0.93364, 2.05452], [-2.55440, 1.12129, -1.40936], [-0.49396, 2.55604, 0.44677], [1.01237, -7.25602, 1.92564], [0.77891, 0.26033, -2.19520], [1.26448, -1.67968, 4.21961], [2.07147, 0.25566, -2.47067], [-1.32092, 3.08160, -0.37976], [-1.17783, -0.55055, 3.90287], [0.89833, -1.07691, 3.06896], [2.47504, 4.90374, 2.25315], [-3.67619, -1.08906, 1.41994], [-1.81543, -6.02010, 0.68837], [0.95647, 5.33182, -1.88884], [-0.83151, -1.04974, 5.14779], [0.47595, 3.36017, 1.05206], [-3.64029, 0.19574, 0.59094], [2.37180, 4.83471, 0.87801], [0.42483, -1.64805, 5.22161], [-1.50252, 3.49264, 3.81938], [1.38779, 4.07673, 0.25732], [2.63328, -3.42827, 1.97001], [0.60604, 3.39293, 2.44897], [-1.01576, -5.43403, -1.87426], [0.32583, -0.47101, -4.43239], [-4.98059, 0.32872, -0.14745], [2.28630, -4.01018, 0.76692], [-3.46694, 1.39387, 1.51995], [1.40503, 4.01985, -1.24827], [-3.16359, 0.94555, -2.59499], [-2.16687, 2.43224, -1.32014], [1.52642, -5.96667, 1.94303], [1.68783, -0.51308, -4.69101], [1.87536, -5.36157, 3.15118], [-1.05630, -4.43247, -0.91445], [1.59508, 4.17183, 3.02813], [-1.46221, -4.72621, 0.38044], [-2.45832, 0.08582, -0.40053], [2.58207, -0.14862, -3.69552], [-2.58947, 3.08506, -2.48826], [-3.18810, 2.13511, -3.30147], [-0.64531, -2.99102, -1.22946], [-1.75717, -7.03996, -0.24701], [-1.35366, -6.73369, -1.53627], [-0.32674, 2.63207, 3.34729], [-0.72171, -0.79524, -5.44620], [1.75098, -5.28145, 0.74906], [-0.06004, -0.12023, -3.14266], [2.44290, -4.10200, 3.16107], [1.47261, -5.74346, -0.18729], [-0.69454, 1.75731, 2.81520], [2.42935, 3.81360, -1.56304], [2.43119, -3.45101, -0.14248], [0.22912, 2.28262, 4.22237], [0.99768, 5.24644, -2.97147], [1.66895, 4.19465, 4.10728], [2.72564, -3.61753, 4.08051], [3.24291, 5.50661, 2.71844], [-4.03396, -1.92114, 0.81642], [3.64866, -0.17234, -3.85205], [-2.02362, -8.05037, 0.02931], [-1.50250, -1.00199, 5.99123], [3.07365, 5.37638, 0.25995], [-3.53027, -0.01700, -2.89992], [-2.09433, 3.83116, 2.97088], [-1.42590, 0.03119, -5.53027], [-2.61982, -0.85541, -0.94082], [2.05574, -0.81068, -5.66383], [-0.06297, 5.57738, -1.60304], [-4.22032, 1.38519, 2.30744], [0.77651, -2.12687, 6.13009], [-2.47946, 1.35289, 1.96275], [-1.27177, -1.67355, -5.11610], [-4.34039, -0.97710, 2.27647], [1.68440, -5.88389, 4.07843], [-2.43195, 4.12214, -2.71887], [-3.61342, 2.28348, -4.27451], [-2.67948, -1.33287, 1.77372], [1.59938, 6.15349, -1.58307], [-1.10043, -0.11605, -2.88210], [-0.28591, -0.98938, -6.42254], [0.51530, -7.50116, 1.08171], [-0.70617, -5.17993, -2.87766], [-1.29948, -7.52148, -2.27399], [-1.47228, -3.93398, 1.11325], [-1.14362, 4.36706, 4.36314], [-5.02084, 1.25537, -0.71511], [-1.35834, 4.17562, -0.47872], [-2.15918, -0.12144, 3.73179], [-2.14834, 2.91379, 4.47849], [-5.12353, -0.49998, -0.83826], [-5.80402, 0.32641, 0.56425], [0.78300, 3.20548, -1.61909], [0.52292, -7.52485, 2.76582], [-3.56406, 2.32767, 0.97077]],
  "forces_ev_per_a": [[0.1, -0.2, -0.5], [0.0, 0.0, -0.2], [0.0, 0.0, 0.0], [0.0, 0.0, 0.2], [-0.3, -0.2, 0.0], [-0.3, -0.2, 0.1], [-0.1, 0.1, -0.4], [0.1, 0.3, 0.4], [-0.2, -0.2, 0.1], [1.6, -0.4, -0.7], [0.1, 0.0, -0.2], [-1.0, 0.2, -0.3], [0.1, -0.3, 0.0], [0.3, 0.2, -0.2], [0.2, -0.1, 0.2], [0.0, 0.2, -0.3], [0.7, 0.4, 0.7], [0.0, -0.1, 0.4], [-0.4, 0.0, 0.7], [0.0, 0.0, 0.0], [0.1, 0.2, -0.2], [-0.1, -0.2, 0.2], [0.0, -0.2, 0.0], [-0.1, 0.0, 0.0], [0.4, 0.6, 0.2], [-0.1, 0.0, -0.1], [0.0, 0.1, 0.1], [-0.3, 0.1, 0.0], [0.1, -0.2, -0.1], [0.0, -0.1, 0.0], [0.2, 0.7, 0.0], [-0.1, -0.1, 0.1], [0.0, 0.2, 0.0], [0.3, 0.1, 0.1], [0.2, 0.1, 0.2], [0.0, -0.1, -0.1], [-0.1, -0.2, -0.1], [-0.1, 0.1, -0.1], [-0.2, 0.2, -0.6], [-0.6, 0.3, -0.6], [0.1, 0.1, 0.0], [-0.3, 0.1, 0.2], [0.0, -0.1, -0.1], [0.0, 0.2, -0.1], [0.0, 0.0, -0.1], [0.0, 0.0, 0.0], [-0.2, -0.4, 0.6], [0.1, 0.0, 0.3], [0.2, 0.0, 0.5], [-0.2, -0.3, -0.1], [-0.2, -0.7, 0.1], [-0.1, -0.1, 0.1], [0.1, -0.1, 0.0], [-0.1, 0.2, 0.0], [0.0, -0.1, 0.1], [0.1, -0.1, 0.1], [0.1, 0.1, -0.5], [0.1, -0.1, 0.1], [0.0, -0.1, -0.1], [0.0, 0.1, 0.1], [0.0, -0.1, 0.0], [0.0, 0.1, -0.2], [0.0, -0.1, -0.1], [0.0, 0.1, -0.2], [0.0, 0.0, 0.1], [0.0, 0.0, 0.1], [0.1, 0.0, 0.0], [0.0, -0.2, -0.1], [0.1, 0.1, 0.0], [0.0, 0.0, 0.0], [0.0, 0.0, 0.0], [0.1, 0.0, -0.1], [-0.1, -0.2, 0.2], [-0.1, 0.1, -0.1], [-0.1, 0.0, -0.1], [0.2, 0.0, 0.0], [0.0, 0.0, -0.1], [-0.1, 0.1, 0.0], [-0.1, 0.0, 0.1], [-0.1, 0.0, 0.1], [0.2, 0.1, 0.2], [-0.1, -0.1, 0.0], [-0.1, 0.0, 0.1], [0.1, -0.1, 0.1], [0.1, 0.2, 0.0], [-0.1, 0.0, -0.2], [0.2, -0.1, 0.1], [0.0, 0.1, 0.0], [-0.2, 0.0, 0.0], [0.0, 0.0, -0.1], [-0.1, 0.1, 0.1], [0.0, 0.1, -0.1], [0.0, -0.1, -0.1], [0.0, 0.0, 0.1], [0.0, 0.0, 0.0], [-0.1, 0.1, -0.1], [0.1, -0.1, -0.1], [-0.1, 0.0, 0.0], [-0.1, 0.0, 0.1], [0.0, -0.1, -0.1], [-0.2, 0.0, 0.1], [0.1, -0.1, 0.0], [0.0, 0.0, -0.1], [0.0, 0.2, 0.0]],
  "mulliken_charge": [2.223, -0.086, -0.199, 1.285, -0.735, -0.770, -0.657, -0.136, 0.862, -0.190, 2.868, 1.309, -0.577, 0.102, -0.457, -0.114, -1.289, -0.061, 0.276, -1.176, -1.783, -0.198, -1.536, -1.177, -0.828, 3.337, -0.863, -0.557, -1.483, 1.070, -0.913, 0.485, -0.445, 0.695, -2.174, -0.207, -1.709, 0.064, -0.721, 0.313, 0.708, -0.779, -0.937, 0.292, -0.756, 0.305, -2.730, -0.820, -1.096, -1.453, -0.427, -0.564, -0.546, 1.673, -1.430, -0.243, -0.234, -0.322, 0.367, -2.126, 0.526, 0.524, 0.727, 0.445, 0.465, 0.549, 0.382, 0.512, 0.488, 0.393, 0.449, 0.462, 0.533, 0.254, 0.285, 0.159, 0.388, 0.291, 0.588, 0.424, 0.130, 0.274, 0.378, 0.341, 0.575, 0.533, 0.024, 0.416, 0.257, 0.423, 0.254, 0.465, 0.393, 0.251, 0.380, 0.332, 0.464, 0.111, 0.401, 0.328, 0.514, -0.400, 0.277, 0.309],
  "charge": -1,
  "e_tot_ha": -8089.62431,
  "lumo_energy_ev": 2.3
}